This record from OMol25 describes a molecular structure, C29H41N4O2SiSn. The level of theory is wB97M-V/def2-TZVPD.

Cartesian coordinates (Å):
Sn1 1.34565 0.52199 -0.19436
C1 4.89163 0.17181 -0.29731
N1 3.72972 0.44259 0.52246
C2 3.86493 0.54241 1.79426
C3 2.74525 0.83147 2.62514
C4 2.64506 1.00051 4.00877
C5 1.29827 1.27616 4.26556
C6 0.65186 1.25968 3.02384
N2 1.51953 0.99653 2.03976
C7 5.52039 1.42551 -0.86709
C8 6.90150 1.52382 -0.98909
C9 7.48943 2.65510 -1.54012
C10 6.69667 3.70708 -1.97231
C11 5.31584 3.61917 -1.84744
C12 4.73083 2.48854 -1.29877
H1 4.57301 -0.46956 -1.12559
H2 5.65081 -0.38986 0.26085
H3 4.84256 0.40146 2.26811
H4 3.45153 0.92700 4.72319
H5 0.83944 1.45915 5.22487
H6 -0.39493 1.42012 2.80827
H7 7.52494 0.70573 -0.64529
H8 8.56765 2.71571 -1.62436
H9 7.15055 4.59335 -2.39794
H10 4.68907 4.43860 -2.17687
H11 3.65422 2.42731 -1.19338
O1 -1.68467 1.51417 0.17702
N3 -1.75442 2.88777 0.08346
O2 -0.81786 3.40046 0.57003
C13 -2.09712 -0.77331 -1.47746
Si1 -2.94926 0.52214 -0.46358
C14 -3.67540 -0.22576 1.11736
C15 -4.00090 0.84907 2.16050
C16 -4.92637 -1.06970 0.85336
C17 -2.57384 -1.13715 1.68852
C18 -4.12107 1.53933 -1.56498
C19 -5.00630 2.52438 -0.79635
C20 -5.02501 0.54014 -2.30955
C21 -3.31737 2.30556 -2.62705
H12 -2.76984 -1.60696 -1.69674
H13 -1.22570 -1.16073 -0.93788
H14 -1.74102 -0.36722 -2.42695
H15 -4.82126 1.49982 1.85183
H16 -3.13278 1.47421 2.37815
H17 -4.29656 0.36526 3.09815
H18 -5.77625 -0.45802 0.54003
H19 -5.21893 -1.58738 1.77392
H20 -4.75311 -1.83425 0.09178
H21 -1.62865 -0.60774 1.82888
H22 -2.36580 -1.99146 1.04132
H23 -2.89052 -1.52560 2.66325
H24 -5.69680 2.00696 -0.12683
H25 -5.61074 3.10345 -1.50465
H26 -4.41785 3.22785 -0.20605
H27 -5.64819 -0.04687 -1.63340
H28 -4.44302 -0.15296 -2.92010
H29 -5.69395 1.09051 -2.98097
H30 -2.70307 3.09046 -2.18852
H31 -4.01199 2.77732 -3.33194
H32 -2.66731 1.64333 -3.20242
C22 0.50947 -3.04291 2.33444
C23 0.56028 -3.56826 0.93005
C24 0.39468 -4.91518 0.65945
C25 0.48513 -5.42205 -0.63561
C26 0.76979 -4.53812 -1.66901
C27 0.93870 -3.17936 -1.44299
C28 1.25790 -2.24924 -2.57356
C29 0.81032 -2.63441 -0.12676
N4 0.89165 -1.32875 0.13665
H33 0.42641 -3.85908 3.05647
H34 -0.32870 -2.35809 2.48107
H35 1.40263 -2.45141 2.55380
H36 0.19915 -5.59173 1.48781
H37 0.35229 -6.47967 -0.82946
H38 0.86574 -4.91370 -2.68495
H39 1.48653 -2.80251 -3.48728
H40 2.11504 -1.61180 -2.32582
H41 0.43049 -1.56215 -2.78156

Atomic forces in eV per Å
Sn 0.08 0.08 -0.12
C 0.00 -0.07 -0.01
N -0.02 -0.02 0.03
C -0.02 -0.03 -0.02
C 0.00 0.06 0.02
C 0.00 -0.03 -0.02
C -0.01 -0.01 0.00
C 0.00 0.00 0.03
N -0.01 -0.01 -0.07
C -0.02 0.01 0.00
C 0.00 0.00 -0.01
C 0.00 0.00 0.00
C 0.00 0.00 0.00
C 0.00 0.00 0.00
C 0.01 0.00 0.02
H 0.01 -0.02 0.01
H 0.00 0.03 0.02
H 0.00 0.00 0.00
H 0.00 0.01 0.00
H -0.01 0.00 0.00
H 0.00 0.01 0.00
H 0.00 0.00 0.00
H 0.00 0.00 0.00
H 0.00 0.00 0.00
H 0.00 0.00 0.00
H 0.00 0.00 0.00
O -0.05 0.02 -0.10
N 0.07 0.04 0.05
O -0.12 -0.04 0.00
C -0.04 0.00 -0.02
Si 0.07 0.00 0.10
C 0.00 -0.04 -0.02
C 0.01 0.00 0.01
C -0.01 0.02 0.03
C -0.03 0.02 0.00
C 0.01 -0.04 -0.03
C -0.01 -0.01 0.00
C -0.01 0.02 -0.01
C -0.01 0.00 0.02
H 0.01 -0.01 0.01
H -0.01 0.01 0.01
H -0.01 0.00 0.00
H 0.01 0.00 -0.01
H 0.00 0.00 0.00
H -0.01 0.00 0.00
H 0.00 0.00 0.00
H 0.01 -0.01 0.00
H 0.00 0.01 -0.01
H 0.00 -0.01 -0.01
H 0.01 0.00 -0.01
H -0.01 0.00 0.00
H 0.01 0.00 0.00
H 0.00 0.00 0.00
H 0.00 0.01 0.00
H 0.01 0.00 0.01
H 0.00 0.00 0.00
H 0.00 0.00 0.00
H 0.00 0.00 0.00
H 0.00 0.00 0.00
H 0.01 0.00 0.01
C 0.00 0.02 0.01
C -0.02 -0.04 0.00
C 0.00 0.03 0.01
C 0.01 -0.01 -0.01
C 0.04 0.00 0.01
C -0.02 -0.03 -0.01
C 0.00 0.01 0.00
C -0.06 0.07 -0.17
N 0.08 0.01 0.28
H 0.00 0.00 0.00
H 0.02 -0.02 0.00
H 0.00 0.00 0.00
H 0.00 0.00 0.00
H 0.00 0.00 0.00
H 0.00 0.00 0.00
H -0.03 0.00 -0.01
H 0.02 -0.02 -0.01
H 0.02 0.02 0.02

Calculated values
LUMO energy	2.5	eV
energy above the lowest of the compared OMol25 structures with the same formula, charge and spin	0.00	kcal per mole
maximum force	0.29	eV/A
net charge	-1
total energy	-54503.658	eV

This record from OMol25 describes 3 unconnected molecules or ions with the total composition C29H41O13P at a distorted geometry. The level of theory is wB97M-V/def2-TZVPD.

Cartesian coordinates (Å):
C1 -1.96774 2.31108 6.97230
C2 -3.10465 1.50271 7.72418
C3 -3.31547 0.02151 7.17350
C4 -2.81455 -0.13067 5.70860
C5 -3.78315 0.16602 4.63276
C6 -3.35284 0.08120 3.25781
C7 -1.98299 -0.29229 2.88458
C8 -1.02208 -0.62212 3.95207
O1 0.27919 -1.02106 3.66392
C9 -1.45668 -0.53205 5.35903
C10 -0.38017 -0.89275 6.44463
C11 -1.55062 -0.35005 1.40893
O2 -0.39991 -0.45085 1.02663
C12 -2.66794 -0.32315 0.33350
C13 -2.23008 -0.72801 -1.11712
P1 -1.68149 0.85566 -1.97838
O3 -2.75071 1.36246 -2.87740
O4 -1.36046 1.94301 -0.76374
O5 -0.27271 0.45076 -2.82988
C14 -3.94941 0.00091 0.66071
C15 -5.10570 0.00083 -0.39235
C16 -5.91527 -1.38518 -0.41382
C17 -5.66385 -2.09578 -1.80145
C18 -5.02271 -3.53640 -1.70840
C19 -3.84789 -3.68200 -0.67302
O6 -2.57676 -4.00033 -1.30616
C20 -1.62303 -4.27633 -0.27550
C21 -4.35840 0.38000 2.12181
O7 -5.44326 0.85794 2.35773
H1 -2.23497 2.54475 5.91047
H2 -1.75749 3.29371 7.47724
H3 -1.01870 1.71016 7.00719
H4 -2.74727 1.40222 8.78864
H5 -4.03971 2.11488 7.72683
H6 -2.84435 -0.69278 7.89041
H7 -4.42760 -0.15601 7.15689
H8 -4.80891 0.46495 4.94230
H9 0.24284 -1.97345 3.44804
H10 -0.83311 -1.43772 7.31482
H11 0.13146 0.03426 6.80936
H12 0.41676 -1.54457 6.00061
H13 -1.37597 -1.45043 -1.06486
H14 -3.06689 -1.21861 -1.67872
H15 -0.39699 2.06031 -0.66856
H16 0.14044 -0.26989 -2.31443
H17 -5.77707 0.86005 -0.11001
H18 -4.67936 0.26652 -1.39037
H19 -6.98915 -1.11068 -0.26833
H20 -5.63201 -2.01476 0.47275
H21 -5.06586 -1.49615 -2.52873
H22 -6.67841 -2.23410 -2.27657
H23 -4.58337 -3.75351 -2.72591
H24 -5.76028 -4.35819 -1.52374
H25 -3.66510 -2.78142 -0.03358
H26 -4.09588 -4.57253 -0.02394
H27 -2.08506 -4.45549 0.73319
H28 -0.86688 -3.45292 -0.13079
H29 -1.06574 -5.20398 -0.55872
C22 2.38476 2.83188 -2.27347
C23 3.34493 3.02720 -3.42440
C24 3.83868 1.73969 -4.02205
O8 5.11819 2.11422 -4.53311
C25 5.56160 3.14392 -3.75954
O9 6.67967 3.55297 -3.76183
O10 4.56168 3.63722 -2.98073
H30 2.89410 2.40998 -1.40359
H31 1.97445 3.79356 -1.95816
H32 1.55722 2.17656 -2.55480
H33 2.89706 3.67361 -4.18528
H34 3.19326 1.37548 -4.82088
H35 3.97867 0.94349 -3.28523
C26 8.52971 1.17232 -3.91407
C27 9.37532 0.76473 -5.09764
C28 8.97353 1.43398 -6.38167
O11 9.37536 0.47618 -7.36226
C29 9.32181 -0.74498 -6.76090
O12 9.37755 -1.78337 -7.33920
O13 9.18922 -0.62002 -5.41134
H36 7.51136 0.79132 -4.01216
H37 8.93640 0.74612 -2.99388
H38 8.49535 2.25426 -3.80579
H39 10.43597 0.92512 -4.87894
H40 9.48515 2.38378 -6.53513
H41 7.89500 1.59110 -6.47084

Atomic forces in eV per Å
C -0.07 -0.08 0.33
C 1.15 0.35 0.21
C -0.42 0.71 -0.54
C 0.03 -0.24 -1.76
C 2.48 -0.57 0.10
C 0.69 -0.17 0.40
C 0.25 -0.12 1.63
C -2.57 0.72 0.36
O -1.11 -0.29 0.34
C -0.09 -0.01 -0.68
C -0.37 -0.07 -0.44
C -1.15 0.01 -0.34
O -0.40 0.01 0.39
C -0.30 -0.44 0.50
C 0.41 0.59 0.98
P -1.11 -0.13 -0.92
O 1.32 -0.38 0.90
O 0.87 -1.34 -1.66
O -1.48 0.38 2.09
C -0.23 -0.12 -0.34
C 0.31 0.54 1.08
C 0.52 1.19 -0.34
C -1.09 -1.22 0.21
C 0.92 0.22 -0.57
C -0.20 -0.75 -0.07
O -0.49 0.20 1.07
C 0.81 -0.39 0.20
C 0.96 -0.53 -0.15
O 0.36 -0.23 -0.16
H 0.25 -0.36 0.86
H -0.31 -0.96 -0.34
H -0.89 0.72 -0.21
H -0.61 0.20 -0.93
H 0.63 -0.72 -0.07
H -0.33 0.45 -0.82
H 1.14 -0.11 0.11
H 0.86 -0.28 -0.67
H 0.18 0.64 -0.07
H 0.36 0.63 -0.79
H -0.46 -0.81 -0.22
H -0.82 0.63 0.38
H -0.74 0.62 0.06
H 0.89 0.75 0.40
H -0.41 0.01 0.18
H 0.05 0.30 -0.39
H 0.54 -0.97 -0.23
H -0.41 -0.37 0.78
H 0.82 -0.45 -0.29
H -0.17 0.50 -0.92
H -0.44 -0.20 0.84
H 1.08 0.17 0.25
H -0.39 0.07 1.02
H 0.42 0.95 -0.02
H -0.51 -0.64 -0.41
H 0.22 1.03 -0.29
H 0.18 0.12 -0.95
H -0.75 -0.53 -0.31
H -0.38 0.75 0.21
C -0.03 0.37 0.35
C -0.77 -0.17 0.53
C -0.21 -0.34 -0.39
O 0.19 0.30 0.27
C 0.27 0.23 0.07
O -0.39 0.09 -0.06
O 0.43 -0.25 -0.45
H 0.08 -0.11 -0.16
H -0.04 -0.06 -0.06
H 0.08 0.05 -0.13
H 0.09 -0.06 -0.04
H 0.20 0.04 -0.06
H -0.07 0.11 0.10
C 0.22 -0.46 0.39
C -0.43 0.42 0.80
C 0.10 0.43 -0.24
O -0.05 -0.38 0.19
C 0.01 -0.38 -0.15
O 0.02 0.23 0.11
O 0.16 0.02 -0.65
H 0.03 0.15 -0.20
H 0.04 0.04 -0.05
H 0.03 -0.09 -0.08
H -0.01 -0.01 -0.13
H 0.03 -0.13 -0.15
H 0.01 -0.03 0.18

Calculated values
LUMO energy	-1.3	eV
maximum force	2.70	eV/A
net charge	0
total energy	-66644.691	eV
SMILES	CCCc1cc2c(c(O)c1C)C(=O)C(CP(=O)(O)O)=C(CCCCCOC)C2=O.C[C@@H]1COC(=O)O1.C[C@@H]1COC(=O)O1

This record from OMol25 describes a molecular structure, C29H42AlF3O17S at a distorted geometry. The level of theory is wB97M-V/def2-TZVPD.

Cartesian coordinates (Å):
Al1 5.17680 3.26698 -2.84144
C1 -0.12157 0.25854 0.37786
F1 -0.92674 1.34212 0.38689
F2 0.88765 0.38210 1.17011
F3 -0.87990 -0.76222 0.75294
S1 0.61730 -0.01645 -1.37009
O1 1.17425 -1.36615 -1.38850
O2 -0.46936 0.11539 -2.37270
O3 1.62235 1.05222 -1.42269
O4 5.66765 -0.11087 0.51912
C2 5.87803 -1.19845 1.02098
O5 4.98310 -1.74754 1.78518
C3 5.32574 -2.95872 2.32244
C4 6.78446 -2.96387 2.17180
C5 7.01928 -2.05578 0.97440
H1 5.02645 -3.80284 1.70116
H2 4.93064 -3.15190 3.31977
H3 7.13719 -3.98142 2.00364
H4 7.22057 -2.42291 3.01159
H5 6.98300 -2.76375 0.14642
H6 7.90380 -1.42797 0.86681
O6 3.08077 2.23876 7.03923
C6 3.01882 2.53102 5.85547
O7 2.29230 3.65417 5.48978
C7 2.30862 3.80491 4.11037
C8 3.43224 2.91957 3.63950
C9 3.61037 1.79691 4.65562
H7 2.59494 4.82765 3.86513
H8 1.38170 3.52473 3.60997
H9 4.34968 3.49954 3.53929
H10 3.21170 2.58491 2.62586
H11 4.60874 1.36372 4.59487
H12 2.83721 1.03303 4.57311
O8 0.96944 3.58786 -5.14600
C10 0.05361 3.28467 -5.89091
O9 -1.21965 3.95712 -5.84239
C11 -2.15236 3.23306 -6.59050
C12 -1.53589 1.89291 -6.94825
C13 -0.05198 2.04268 -6.77192
H13 -2.41221 3.71134 -7.53488
H14 -3.00373 2.99773 -5.95185
H15 -1.79885 1.58439 -7.96005
H16 -1.99595 1.21297 -6.23123
H17 0.21426 2.33670 -7.78719
H18 0.38561 1.11199 -6.41081
O10 -7.54635 1.34758 -3.09577
C14 -7.14539 0.31471 -2.57573
O11 -6.93470 -0.82827 -3.32076
C15 -6.36069 -1.81533 -2.43113
C16 -5.84649 -1.02737 -1.19499
C17 -6.82161 0.12890 -1.12251
H19 -5.56358 -2.36274 -2.93416
H20 -7.12419 -2.55469 -2.18924
H21 -4.85385 -0.59163 -1.30863
H22 -5.90013 -1.63497 -0.29165
H23 -6.45233 1.08891 -0.76180
H24 -7.75518 -0.05857 -0.59204
O12 1.30238 5.59140 -0.16969
C18 0.49214 6.48251 -0.11482
O13 0.93276 7.66011 0.22803
C19 -0.05883 8.70198 0.28978
C20 -1.29326 7.95119 -0.40847
C21 -1.01900 6.46625 -0.18742
H25 0.26024 9.54524 -0.32278
H26 -0.19308 9.02737 1.32138
H27 -1.21570 8.02913 -1.49290
H28 -2.30354 8.26197 -0.14223
H29 -1.44137 5.80459 -0.94366
H30 -1.34684 6.05182 0.76592
O14 -5.45072 -2.37576 4.16035
C22 -4.39389 -2.87906 4.05977
O15 -3.27169 -2.23528 4.23098
C23 -2.17164 -3.15533 4.17919
C24 -2.64532 -4.30807 3.28827
C25 -4.11805 -4.36641 3.57711
H31 -2.10654 -3.28812 5.25911
H32 -1.28834 -2.66089 3.77494
H33 -2.01800 -5.19861 3.24927
H34 -2.59225 -3.87705 2.28852
H35 -4.39666 -5.11372 4.32010
H36 -4.67351 -4.48650 2.64698
O16 2.37138 -7.54654 -3.07768
C26 1.87530 -7.15013 -2.04584
O17 0.65290 -7.43111 -1.68226
C27 0.18703 -6.72310 -0.59205
C28 1.41381 -6.02798 0.04163
C29 2.53233 -6.16249 -0.99212
H37 -0.26544 -7.45166 0.08070
H38 -0.66443 -6.09105 -0.84432
H39 1.64420 -6.77533 0.80091
H40 1.19918 -5.04519 0.46135
H41 3.42115 -6.43948 -0.42520
H42 2.82770 -5.21009 -1.43237

Atomic forces in eV per Å
Al -0.17 -0.05 0.08
C -1.53 0.02 -1.79
F 1.00 -0.37 -0.09
F 0.83 0.40 1.05
F 0.15 -0.42 -0.09
S -0.68 0.49 -0.22
O -0.26 0.74 0.15
O 1.28 0.01 1.30
O -0.74 -0.84 -0.30
O 0.40 -0.52 -0.02
C -1.05 2.45 -1.27
O -3.99 1.38 1.01
C 0.17 -2.25 -0.26
C 2.58 0.40 1.14
C 1.74 -1.63 -0.88
H -1.00 0.10 -0.30
H 0.04 0.55 -0.03
H 0.53 0.29 0.48
H 0.41 -0.70 0.41
H -0.10 0.55 -0.74
H 0.26 -0.53 0.37
O 0.02 0.20 -2.26
C 0.22 0.69 3.28
O 0.42 -1.57 1.33
C 0.86 0.29 -1.40
C 0.58 -0.29 -1.73
C -1.38 1.12 -0.49
H -0.54 0.16 0.10
H -0.32 0.12 0.45
H 0.11 -0.06 0.29
H 0.10 -0.34 -0.04
H -0.22 0.13 0.94
H 0.15 -0.46 -0.53
O -1.53 -0.04 -1.56
C -0.44 0.21 2.26
O 3.30 -0.60 0.15
C -0.70 -0.82 -0.90
C -1.21 -0.85 0.58
C -0.92 0.85 -0.69
H -0.26 0.69 0.40
H -0.25 0.74 -0.26
H -0.07 -0.10 0.18
H 0.41 -0.57 -0.21
H 1.18 -0.15 0.15
H 0.57 0.60 -0.01
O 0.70 -1.86 0.89
C -1.12 1.11 -2.46
O 0.25 1.12 1.38
C 0.54 -0.06 0.45
C -0.53 -0.40 0.13
C -0.18 0.55 -0.15
H -0.02 0.31 -0.26
H -0.15 0.20 0.20
H 0.13 -0.47 -0.23
H 0.24 -0.02 -0.04
H 0.20 -0.23 0.15
H -0.06 -0.25 -0.04
O -0.29 -0.98 -0.55
C 0.25 -0.87 0.65
O 0.80 1.94 0.34
C -1.73 -1.15 -1.33
C 0.30 0.26 0.19
C 0.09 -0.04 0.21
H 0.16 -0.14 0.14
H -0.13 -0.27 -0.06
H 0.10 0.69 -0.01
H 0.24 0.14 0.28
H 0.32 0.15 -0.13
H -0.06 0.20 0.25
O -1.94 0.74 0.25
C 0.33 -2.21 -0.92
O 0.74 1.01 -0.72
C 0.32 -0.07 0.83
C 0.56 1.23 -0.39
C -0.33 0.43 0.17
H 1.07 -1.14 -0.12
H -0.15 0.15 0.20
H -0.32 -0.09 0.57
H 0.31 -0.06 -0.28
H -0.26 0.25 0.03
H -0.32 -0.25 0.36
O -0.39 0.37 1.23
C 2.38 0.75 -0.64
O -0.59 -0.98 -1.36
C -0.92 0.81 1.58
C -0.76 -1.36 0.14
C -0.54 0.58 0.22
H 0.21 -0.09 0.19
H 0.31 0.37 -0.58
H 0.36 0.69 0.63
H 0.19 -0.13 -0.12
H 0.11 -0.88 -0.77
H -0.37 -0.11 -0.54

Calculated values
LUMO energy	-12.3	eV
energy above the lowest of the compared OMol25 structures with the same formula, charge and spin	96.46	kcal per mole
maximum force	4.34	eV/A
net charge	+2
total energy	-91120.349	eV